# 1
A molecular structure, C9H21ClCrIO2P2 in a non-equilibrium geometry. Source: the OMol25 dataset; level of theory: the ωB97M-V functional and the def2-TZVPD basis.

Cartesian coordinates (Å):
1 C -0.515 4.398 -4.074
2 C -1.197 3.243 -3.404
3 H -1.178 4.872 -4.814
4 H 0.387 4.028 -4.572
5 H -0.235 5.130 -3.311
6 O -2.309 2.815 -3.574
7 I 0.044 2.227 -1.917
8 Cr 0.432 -0.548 0.687
9 P -0.665 0.559 2.367
10 C -2.124 -0.073 3.211
11 C 0.504 0.873 3.711
12 H 0.094 1.627 4.393
13 H -1.347 2.831 2.430
14 H 1.461 1.200 3.290
15 H -0.292 2.517 0.997
16 H -1.913 -1.089 3.571
17 H 0.648 -0.071 4.249
18 C -1.102 2.128 1.628
19 H -2.408 0.572 4.059
20 H -1.975 1.953 0.991
21 H -2.933 -0.108 2.470
22 P 0.891 -2.213 -0.819
23 C -0.076 -3.723 -0.985
24 C 0.868 -1.376 -2.399
25 H 3.234 -1.961 -0.337
26 H 2.914 -3.402 -1.380
27 H 2.540 -3.449 0.372
28 C 2.572 -2.814 -0.521
29 H 1.341 -0.387 -2.340
30 H 1.375 -2.010 -3.133
31 H 0.397 -4.427 -1.689
32 H -1.069 -3.428 -1.348
33 H -0.182 -1.235 -2.674
34 H -0.173 -4.192 0.004
35 Cl 2.325 0.636 0.581
36 O -0.354 -3.014 2.450
37 C 0.019 -2.091 1.829

Properties
2S+1 = 4
relative energy (zero: lowest compared OMol25 entry of this formula, charge and spin) = 10.8 kJ/mol
calculated total energy = -81374.9087 eV
HOMO-LUMO gap (alpha / beta) = 5.1 / 5.7 eV
LUMO (alpha / beta) = -10.20 / -9.53 eV
highest occupied orbital energy (alpha / beta) = -15.277 / -15.268 eV
charge = +2
<S²> = 3.817

# 2
A molecular structure, C11H17NOPm in a non-equilibrium geometry. Source: the OMol25 dataset; level of theory: the ωB97M-V functional and the def2-TZVPD basis.

Cartesian coordinates (Å):
1 C -0.632 -1.248 -2.085
2 C 0.063 -0.103 -2.636
3 C -0.733 1.050 -2.406
4 C -1.915 0.662 -1.727
5 C -1.860 -0.767 -1.497
6 Pm -0.021 0.308 -0.010
7 C 2.545 0.584 -0.158
8 C 2.143 -0.804 0.159
9 C 2.634 -2.087 -0.409
10 N 1.075 -1.428 0.783
11 H -0.453 2.050 -2.662
12 H 1.042 -0.169 -3.115
13 H -2.682 1.301 -1.314
14 H -2.553 -1.383 -0.897
15 H -0.242 -2.283 -2.004
16 H 2.897 0.863 -1.145
17 H 0.762 -2.260 1.352
18 H 2.956 1.179 0.663
19 H 3.409 -2.172 -1.148
20 H 2.022 -2.935 0.103
21 C -2.709 2.721 1.809
22 C -1.379 3.050 1.215
23 C -0.687 4.242 1.788
24 O -0.485 1.942 1.360
25 H -2.531 2.531 2.842
26 H -3.205 1.905 1.322
27 H -3.383 3.543 1.697
28 H -1.576 3.236 0.130
29 H -0.521 4.046 2.823
30 H 0.248 4.442 1.302
31 H -1.304 5.098 1.638

Properties
2S+1 = 5
relative energy (zero: lowest compared OMol25 entry of this formula, charge and spin) = 0.0 kJ/mol
calculated total energy = -31771.3573 eV
HOMO-LUMO gap (alpha / beta) = 5.1 / 5.1 eV
LUMO (alpha / beta) = 2.86 / 2.86 eV
highest occupied orbital energy (alpha / beta) = -2.220 / -2.238 eV
charge = -1
<S²> = 6.007

# 3
A molecular structure, C44H94N2O23S7V in a non-equilibrium geometry. Source: the OMol25 dataset; level of theory: the ωB97M-V functional and the def2-TZVPD basis.

Cartesian coordinates (Å):
1 O 1.811 0.729 -2.940
2 V 0.998 1.324 -1.755
3 O 1.879 1.818 -0.571
4 C 2.474 3.550 -2.217
5 C 1.197 3.620 -3.179
6 C 1.717 3.263 -4.592
7 C 0.582 2.937 -5.558
8 C -0.432 1.911 -4.903
9 C -0.914 2.141 -3.489
10 N 0.215 2.554 -2.698
11 O -0.115 2.622 -1.283
12 C -1.352 0.687 -3.109
13 C -2.159 3.076 -3.334
14 C 0.733 5.145 -3.350
15 H 2.845 2.526 -2.170
16 H 2.122 4.000 -1.289
17 H 3.257 4.137 -2.697
18 H 2.316 2.352 -4.605
19 H 2.321 3.989 -5.135
20 H 0.937 2.485 -6.485
21 H 0.084 3.821 -5.954
22 H -0.101 0.946 -5.289
23 H -1.337 1.768 -5.493
24 H -1.850 0.755 -2.142
25 H -0.508 0.001 -3.040
26 H -2.116 0.183 -3.700
27 H -2.026 4.135 -3.111
28 H -2.690 2.631 -2.492
29 H -2.724 3.080 -4.266
30 H 1.440 5.594 -4.048
31 H 0.712 5.599 -2.359
32 H -0.266 5.158 -3.784
33 C 2.986 -0.522 -1.083
34 C 1.676 -0.873 -0.255
35 C 2.141 -0.666 1.319
36 C 0.902 -0.747 2.287
37 C -0.177 0.269 1.841
38 C -0.679 0.252 0.321
39 N 0.540 0.046 -0.580
40 O 0.197 -0.179 -1.943
41 C -1.197 1.672 0.051
42 C -1.877 -0.740 0.274
43 C 1.427 -2.457 -0.528
44 H 2.814 -0.565 -2.159
45 H 3.740 -1.233 -0.748
46 H 3.453 0.317 -0.568
47 H 2.511 0.334 1.547
48 H 2.828 -1.476 1.562
49 H 1.205 -0.655 3.330
50 H 0.346 -1.674 2.147
51 H 0.166 1.255 2.154
52 H -0.995 0.085 2.538
53 H -1.852 1.607 -0.818
54 H -0.326 2.326 0.000
55 H -1.873 2.075 0.804
56 H -2.681 -0.557 0.986
57 H -1.533 -1.767 0.400
58 H -2.246 -0.628 -0.745
59 H 1.413 -2.794 -1.564
60 H 0.410 -2.708 -0.227
61 H 1.978 -3.159 0.098
62 C -1.833 -2.581 -2.213
63 C -1.285 -1.645 -3.169
64 O -1.197 -2.554 -4.336
65 C -1.574 -3.670 -4.169
66 O -1.638 -4.588 -5.000
67 O -2.154 -3.762 -2.899
68 H -2.700 -2.192 -1.678
69 H -1.182 -2.924 -1.408
70 H -0.389 -1.319 -2.640
71 H -1.963 -0.831 -3.425
72 C -2.403 4.880 0.419
73 C -2.247 3.678 -0.543
74 O -3.390 2.779 -0.404
75 C -4.052 3.089 0.651
76 O -4.947 2.457 1.219
77 O -3.598 4.378 1.142
78 H -2.614 5.854 -0.022
79 H -1.435 4.970 0.912
80 H -1.359 3.103 -0.280
81 H -2.284 4.052 -1.567
82 C -4.550 0.173 0.894
83 C -4.327 0.768 -0.511
84 O -4.661 -0.230 -1.412
85 C -5.089 -1.317 -0.637
86 O -5.596 -2.402 -1.058
87 O -4.713 -1.169 0.636
88 H -5.311 0.536 1.585
89 H -3.629 0.368 1.445
90 H -3.300 1.015 -0.778
91 H -5.103 1.515 -0.677
92 C 1.635 -2.719 -4.597
93 C 2.333 -1.397 -4.108
94 O 1.556 -0.327 -4.666
95 C 0.709 -0.773 -5.503
96 O 0.019 -0.089 -6.206
97 O 0.712 -2.147 -5.536
98 H 0.871 -3.197 -3.984
99 H 2.310 -3.436 -5.065
100 H 3.337 -1.094 -4.406
101 H 2.245 -1.237 -3.034
102 C 2.078 -4.592 -1.453
103 S 1.507 -4.763 0.266
104 O 1.158 -6.243 0.379
105 C 3.214 -4.533 1.034
106 H 2.038 -5.489 -2.071
107 H 3.052 -4.103 -1.454
108 H 1.222 -4.114 -1.929
109 H 3.090 -4.411 2.110
110 H 3.829 -3.774 0.551
111 H 3.833 -5.397 0.791
112 C 2.946 -3.966 5.146
113 S 3.537 -3.004 3.660
114 O 4.463 -3.998 2.971
115 C 2.062 -2.902 2.606
116 H 2.675 -5.003 4.949
117 H 2.211 -3.357 5.671
118 H 3.781 -4.068 5.840
119 H 1.648 -3.831 2.214
120 H 2.251 -2.430 1.642
121 H 1.378 -2.264 3.166
122 C -0.105 -2.030 6.699
123 S -0.481 -0.939 5.267
124 O 0.503 -1.243 4.158
125 C -2.142 -1.531 4.776
126 H 0.916 -1.681 6.856
127 H -0.405 -3.060 6.503
128 H -0.775 -1.697 7.491
129 H -2.135 -2.464 4.212
130 H -2.695 -0.773 4.221
131 H -2.813 -1.420 5.627
132 C -2.875 -3.106 1.158
133 S -1.421 -3.717 0.267
134 O -0.518 -4.309 1.347
135 C -2.292 -5.051 -0.708
136 H -2.515 -2.266 1.752
137 H -3.428 -3.862 1.715
138 H -3.600 -2.973 0.355
139 H -2.740 -4.615 -1.600
140 H -3.165 -5.291 -0.102
141 H -1.795 -5.937 -1.103
142 C 2.774 3.279 0.987
143 S 2.340 4.714 -0.044
144 O 2.678 5.997 0.711
145 C 0.458 4.472 -0.014
146 H 2.426 2.305 0.643
147 H 2.393 3.296 2.008
148 H 3.824 3.077 1.196
149 H 0.245 5.318 -0.668
150 H 0.062 4.775 0.955
151 H -0.078 3.546 -0.224
152 C 0.304 1.953 3.947
153 S -1.227 1.553 4.874
154 O -1.847 2.814 5.488
155 C -2.291 1.113 3.385
156 H 0.911 2.500 4.669
157 H 0.080 2.597 3.096
158 H 0.846 1.101 3.537
159 H -3.283 1.199 3.830
160 H -2.275 0.124 2.927
161 H -2.140 1.839 2.586
162 C 2.972 1.494 2.601
163 S 3.318 1.863 4.382
164 O 2.527 3.157 4.597
165 C 2.344 0.371 5.087
166 H 1.981 1.221 2.240
167 H 3.619 0.666 2.309
168 H 3.389 2.299 1.996
169 H 2.592 0.242 6.140
170 H 2.743 -0.479 4.535
171 H 1.276 0.418 4.875

Properties
calculated total energy = -198698.8730 eV
HOMO-LUMO gap = 6.4 eV
LUMO = 1.33 eV
highest occupied orbital energy = -5.085 eV
charge = -1

# 4
2 unconnected molecules or ions with the total composition C4H9N3O2 in a non-equilibrium geometry. Source: the OMol25 dataset; level of theory: the ωB97M-V functional and the def2-TZVPD basis.

Cartesian coordinates (Å):
1 C 1.992 0.092 -1.278
2 C 1.080 0.536 -0.177
3 C 0.550 -0.587 0.713
4 N 0.740 1.716 0.098
5 O 0.089 -1.670 -0.060
6 H 1.131 2.434 -0.510
7 H 1.423 -0.985 1.260
8 H 1.621 -0.838 -1.704
9 H 2.979 -0.102 -0.865
10 H 2.073 0.854 -2.057
11 C -3.026 -0.016 0.260
12 N -0.500 -0.107 1.567
13 N -2.561 -0.415 -0.767
14 O -3.488 0.165 1.300
15 H -0.842 -1.493 -0.265
16 H -0.462 -0.511 2.494
17 H -0.453 0.903 1.628
18 H -2.345 0.023 -1.637

Properties
relative energy (zero: lowest compared OMol25 entry of this formula, charge and spin) = 82.1 kJ/mol
calculated total energy = -12859.0763 eV
HOMO-LUMO gap = 10.3 eV
LUMO = 0.76 eV
highest occupied orbital energy = -9.493 eV
SMILES = [H]/N=C(\C)[C@@H](N)O.N=C=O